{"formula": "C35H48CuTe", "method": "ωB97M-V/def2-TZVPD", "symbols": ["Cu", "C", "C", "C", "C", "C", "C", "C", "C", "C", "C", "C", "C", "C", "C", "C", "C", "C", "H", "H", "H", "H", "H", "H", "H", "H", "H", "H", "H", "H", "H", "H", "H", "H", "H", "H", "H", "H", "H", "H", "H", "H", "H", "H", "H", "H", "H", "C", "C", "C", "C", "C", "C", "H", "H", "H", "H", "H", "H", "H", "H", "H", "Te", "C", "C", "C", "C", "C", "C", "C", "C", "C", "C", "C", "C", "H", "H", "H", "H", "H", "H", "H", "H", "H", "H"], "xyz": [[0.288424, -0.433855, -0.297279], [1.773514, 0.917699, -0.529790], [0.946502, 2.008166, -1.040136], [0.754811, 1.761801, -2.412458], [1.571993, 0.652271, -2.771341], [2.221779, 0.146733, -1.666377], [3.307644, -0.904707, -1.640014], [3.118257, -1.924095, -2.767711], [4.661960, -0.197931, -1.829228], [3.330371, -1.656927, -0.304989], [-0.222141, 2.306549, -3.459231], [-1.410082, 3.078273, -2.877465], [-0.854271, 1.121053, -4.219337], [0.520832, 3.187716, -4.475935], [0.751577, 3.295210, -0.222399], [1.659665, 3.288917, 1.019750], [1.213678, 4.493737, -1.069176], [-0.663333, 3.556378, 0.316886], [2.424019, 1.033743, 0.327619], [1.658542, 0.256415, -3.774080], [3.190986, -1.443673, -3.745529], [2.135837, -2.393617, -2.687822], [3.887374, -2.699700, -2.709498], [4.668405, 0.360101, -2.767443], [5.485277, -0.920245, -1.843682], [4.836351, 0.510667, -1.016628], [2.372394, -2.153018, -0.130482], [3.513878, -0.977991, 0.529961], [4.121775, -2.412431, -0.309532], [-1.925499, 2.455346, -2.144506], [-2.118892, 3.318941, -3.675038], [-1.119634, 4.014172, -2.406891], [-1.293884, 0.416632, -3.510302], [-0.123242, 0.582122, -4.820086], [-1.639889, 1.481559, -4.890929], [1.013470, 4.028123, -3.984373], [-0.167926, 3.582429, -5.230680], [1.291984, 2.603983, -4.982627], [2.711079, 3.190398, 0.744867], [1.391551, 2.472268, 1.691131], [1.539402, 4.229183, 1.565740], [2.230923, 4.322028, -1.427396], [1.202611, 5.411132, -0.471572], [0.578008, 4.647565, -1.937136], [-0.926166, 2.795246, 1.048928], [-1.424994, 3.543853, -0.457323], [-0.696932, 4.531717, 0.814577], [-2.744193, -4.048915, -2.706717], [-2.501667, -3.948482, -1.196898], [-3.843384, -3.858996, -0.459049], [-1.731214, -5.189047, -0.714588], [-1.680625, -2.767483, -0.883766], [-0.947756, -1.846037, -0.575452], [-3.320176, -4.947874, -2.946977], [-1.793976, -4.090744, -3.240532], [-3.294129, -3.177739, -3.065556], [-4.450739, -4.751168, -0.640423], [-4.402348, -2.982673, -0.790197], [-3.672888, -3.763712, 0.614387], [-2.287147, -6.111280, -0.912566], [-1.544972, -5.111330, 0.357325], [-0.765175, -5.242090, -1.217681], [-1.633606, 0.003091, 1.932676], [-2.460894, 0.478775, 3.889244], [-3.379109, -0.408186, 4.443774], [-3.975934, -0.145179, 5.669130], [-3.661159, 1.019287, 6.356031], [-2.746293, 1.910602, 5.813979], [-2.153416, 1.641565, 4.586792], [0.008717, -0.938776, 2.902524], [0.028620, -2.322399, 3.032860], [1.072465, -2.949776, 3.696969], [2.112479, -2.198529, 4.226666], [2.106220, -0.818193, 4.082765], [1.056099, -0.192071, 3.426660], [-3.628137, -1.315225, 3.905023], [-4.689610, -0.845119, 6.087270], [-4.128428, 1.230973, 7.310250], [-2.499085, 2.820261, 6.348550], [-1.444023, 2.347056, 4.169277], [-0.773167, -2.905974, 2.596997], [1.074930, -4.028050, 3.801599], [2.927618, -2.688198, 4.745354], [2.923343, -0.228112, 4.479978], [1.054773, 0.885812, 3.321285]], "forces_ev_per_angstrom": [[0.0, -0.1, -0.5], [0.7, 0.7, -0.4], [0.1, -0.3, 0.2], [-0.2, -0.1, -0.1], [0.0, 0.0, -0.2], [-0.3, -0.1, 0.5], [0.1, 0.0, 0.0], [-0.1, 0.1, 0.1], [0.0, -0.1, 0.0], [-0.1, 0.1, 0.0], [0.0, 0.1, -0.1], [0.1, 0.0, 0.0], [0.0, 0.0, 0.1], [0.0, 0.0, 0.0], [-0.1, 0.1, 0.1], [0.0, 0.0, -0.1], [0.0, -0.1, 0.0], [-0.1, 0.0, -0.1], [-0.2, -0.1, 0.2], [-0.1, -0.1, 0.0], [0.0, 0.0, 0.0], [0.0, 0.0, 0.0], [0.0, 0.0, 0.0], [0.0, 0.0, 0.0], [0.0, 0.0, 0.0], [0.0, 0.0, 0.0], [0.0, 0.0, 0.0], [0.0, 0.0, 0.0], [0.0, 0.0, 0.0], [0.0, 0.0, 0.0], [0.0, 0.0, 0.0], [-0.1, 0.0, 0.0], [0.0, 0.0, 0.0], [0.0, 0.0, 0.0], [0.0, 0.0, 0.0], [0.0, 0.0, 0.0], [0.0, 0.0, 0.0], [0.0, 0.0, 0.0], [0.0, 0.0, 0.0], [0.0, 0.0, 0.0], [0.0, 0.0, 0.0], [0.0, 0.0, 0.0], [0.0, 0.0, 0.0], [0.1, 0.0, 0.0], [0.0, 0.0, 0.0], [0.0, 0.0, 0.1], [0.0, 0.0, 0.0], [0.0, 0.0, 0.0], [0.1, -0.1, 0.1], [0.0, 0.0, 0.0], [0.0, 0.0, 0.0], [0.0, -0.1, 0.0], [0.1, 0.2, 0.1], [0.0, 0.0, 0.0], [0.0, 0.0, 0.0], [0.0, 0.0, 0.0], [0.0, 0.0, 0.0], [0.0, 0.0, 0.0], [0.0, 0.0, 0.0], [0.0, 0.0, 0.0], [0.0, 0.0, 0.0], [0.0, 0.0, 0.0], [-0.2, -0.1, 0.8], [0.0, 0.0, -0.4], [0.0, -0.1, 0.0], [0.0, 0.0, 0.0], [0.0, 0.0, 0.0], [0.0, 0.0, 0.0], [0.1, 0.1, 0.0], [-0.1, -0.1, -0.2], [-0.1, -0.1, -0.1], [0.0, 0.0, 0.0], [0.0, 0.0, 0.0], [0.0, 0.0, 0.1], [0.0, 0.1, 0.0], [0.0, 0.0, 0.0], [0.0, 0.0, 0.0], [0.0, 0.0, 0.0], [0.0, 0.0, 0.0], [0.0, 0.0, 0.0], [0.0, 0.0, 0.0], [0.0, 0.0, 0.0], [0.0, 0.0, 0.0], [0.0, 0.0, 0.0], [0.0, 0.0, 0.0]], "mulliken_charge": [-2.0729, -0.3625, -0.9785, 0.3379, -1.0045, 0.6115, 2.4429, -1.8298, -1.8273, -1.8261, 2.5276, -2.0700, -1.8951, -1.7944, 2.8860, -2.2218, -1.8087, -1.5114, 0.8960, 0.1495, 0.3196, 0.3390, 0.4538, 0.3090, 0.4811, 0.3349, 0.2232, 0.2737, 0.5072, 0.2998, 0.5709, 0.3044, 0.3712, 0.3113, 0.4614, 0.2637, 0.4763, 0.3121, 0.3735, 0.1915, 0.5161, 0.3185, 0.4753, 0.2130, 0.0188, 0.0883, 0.4995, -1.6953, 2.1884, -1.5642, -1.5898, 0.1567, 0.3643, 0.4061, 0.3415, 0.3628, 0.3966, 0.3695, 0.2650, 0.4104, 0.2907, 0.3698, 0.5317, 0.0256, -0.3329, -0.5813, -0.3986, -0.6160, -0.0891, 0.3109, -0.5062, -0.4339, -0.4692, -0.5166, -0.1395, 0.3461, 0.3611, 0.3460, 0.3641, 0.3035, 0.3260, 0.3857, 0.3717, 0.3986, -0.0162], "e_above_lowest_kj_mol": 69.38, "multiplicity": 1, "e_lumo_ev": 2.48, "orbital_gap_ev": 6.32, "total_energy_ha": -3270.92613, "charge": -1}